Entry from the Open Molecules 2025 dataset: 2 unconnected molecules or ions with the total composition C4H2N2OS in a non-equilibrium geometry (wB97M-V/def2-TZVPD).

The geometry in XYZ format:
```
10
C4H2N2OS | the Open Molecules 2025 dataset | wB97M-V/def2-TZVPD
S -2.815 -1.504 0.114
O -0.657 -0.857 -1.313
N 0.741 0.092 0.105
N -3.736 2.201 -0.115
C -0.329 -0.338 0.805
C -1.218 -0.936 -0.073
C -3.528 1.094 0.031
C 0.503 -0.237 -1.128
H -0.416 -0.199 1.860
H 1.138 -0.054 -1.970
```

Computed properties:
ΔE to the lowest compared entry with this formula, charge and spin in eV: 2.7233
HOMO level (alpha / beta) in eV: -10.121 / -10.130
Lowest unoccupied orbital energy (alpha / beta) in eV: -3.6 / -3.6
Charge: 0
Orbital gap (alpha / beta) in eV: 6.57 / 6.58